1.
This record from the Open Molecules 2025 dataset describes a structure of composition C36H33BrCaN7OS in a non-equilibrium geometry. The level of theory is ωB97M-V/def2-TZVPD.

Element x y z (Å)
Ca 0.310 0.007 0.032
C -1.085 1.530 -2.787
C -2.222 2.148 -1.976
C -1.755 2.949 -0.784
C -2.632 3.848 -0.176
C -2.163 4.683 0.821
C -0.823 4.601 1.177
C -0.039 3.640 0.562
N -0.493 2.817 -0.383
N -0.660 0.169 -2.414
C 0.456 -0.188 -3.302
C 1.406 -1.217 -2.749
C 2.035 -2.120 -3.598
C 3.016 -2.953 -3.085
C 3.369 -2.829 -1.751
C 2.696 -1.897 -0.980
N 1.718 -1.130 -1.455
C -1.718 -0.822 -2.607
C -2.685 -0.964 -1.460
C -3.982 -1.408 -1.699
C -4.835 -1.601 -0.626
C -4.365 -1.337 0.652
C -3.062 -0.891 0.795
N -2.235 -0.707 -0.234
H -0.206 2.164 -2.662
H -1.371 1.539 -3.850
H -2.952 1.409 -1.648
H -2.765 2.833 -2.631
H -3.662 3.904 -0.508
H -2.824 5.392 1.301
H -0.401 5.254 1.929
H 1.003 3.526 0.842
H 1.062 0.705 -3.441
H 0.089 -0.498 -4.291
H 1.769 -2.154 -4.647
H 3.505 -3.677 -3.724
H 4.140 -3.451 -1.319
H 2.953 -1.740 0.061
H -1.239 -1.799 -2.735
H -2.279 -0.622 -3.532
H -4.312 -1.597 -2.712
H -5.847 -1.949 -0.784
H -4.995 -1.477 1.519
H -2.654 -0.669 1.774
O 2.043 0.861 0.693
N 2.584 2.063 0.819
C 2.820 2.483 2.081
C 3.368 3.703 2.364
C 3.696 4.548 1.299
C 3.454 4.126 0.019
C 2.889 2.860 -0.266
S 2.606 2.346 -1.841
H 2.533 1.774 2.845
H 3.537 3.990 3.392
H 4.134 5.521 1.483
H 3.690 4.743 -0.834
Br 1.423 -7.573 -1.097
C 1.118 -5.846 -0.359
C 1.701 -5.496 0.847
C 1.465 -4.245 1.392
C 0.643 -3.304 0.741
C 0.072 -3.706 -0.483
C 0.300 -4.949 -1.030
N 0.345 -2.043 1.204
C 0.403 -1.778 2.509
C -0.085 -0.576 3.057
C -0.276 -0.461 4.462
C -0.878 0.645 4.991
C -1.308 1.665 4.122
C -1.088 1.494 2.771
N -0.494 0.434 2.222
H 2.348 -6.197 1.356
H 1.958 -3.992 2.322
H -0.584 -3.002 -0.978
H -0.145 -5.226 -1.977
H 0.697 -2.546 3.224
H 0.036 -1.277 5.101
H -1.048 0.731 6.056
H -1.801 2.551 4.496
H -1.426 2.259 2.081

Values from the calculation:
Highest occupied orbital energy (alpha / beta) ... -5.3 / -6.8 eV
<S²> ... 0.77
Net charge ... 0
Gap between HOMO and LUMO (alpha / beta) ... 5.694 / 6.983 eV
2S+1 ... 2

Formally, the Mulliken partial charges of the atoms, in units of the elementary charge, are as follows: Ca 2.53; C -1.57; C -1.23; C 0.91; C -0.92; C -0.66; C -0.76; C 0.33; N 0.54; N 1.49; C -1.57; C 0.61; C -1.16; C -0.55; C -1.16; C -0.52; N 0.65; C -1.36; C 0.14; C -1.20; C -0.63; C -1.00; C -0.39; N 1.03; H 0.43; H 0.57; H 0.44; H 0.54; H 0.47; H 0.40; H 0.51; H -0.58; H 0.57; H 0.48; H 0.50; H 0.43; H 0.49; H 0.55; H 0.72; H 0.33; H 0.51; H 0.41; H 0.48; H 0.27; O -0.61; N -0.25; C -0.08; C -0.87; C -0.26; C -0.81; C 0.69; S -0.45; H 0.36; H 0.44; H 0.39; H 0.45; Br -0.22; C 0.06; C -0.85; C -0.47; C -0.37; C 0.43; C -0.68; N 0.46; C -0.66; C 0.10; C -1.08; C -0.62; C -1.00; C -0.41; N 1.03; H 0.41; H 0.35; H 0.14; H 0.45; H 0.23; H 0.45; H 0.41; H 0.49; H 0.28

---

2.
This record from the Open Molecules 2025 dataset describes a structure of composition C36H33ClN5O5STi in a non-equilibrium geometry. The level of theory is ωB97M-V/def2-TZVPD.

Element x y z (Å)
Ti 0.399 -0.474 0.838
N 0.809 -2.550 -0.111
C -0.275 -3.476 -0.299
C -0.083 -4.848 -0.430
C -1.176 -5.669 -0.691
C -2.440 -5.117 -0.849
C -2.660 -3.728 -0.715
C -3.918 -3.098 -0.874
C -3.998 -1.706 -0.653
C -2.880 -1.001 -0.282
N -1.647 -1.546 -0.133
C -1.541 -2.897 -0.386
H 1.049 -2.172 -1.037
H 1.651 -2.987 0.243
H 0.918 -5.258 -0.345
H -1.034 -6.740 -0.788
H -3.289 -5.754 -1.080
H -4.785 -3.684 -1.156
H -4.937 -1.175 -0.756
H -2.960 0.059 -0.079
O 1.951 -1.161 1.851
N 3.161 -0.696 2.158
C 3.315 -0.316 3.444
C 4.510 0.131 3.927
C 5.582 0.195 3.021
C 5.407 -0.193 1.731
C 4.159 -0.685 1.223
S 3.939 -1.231 -0.354
H 2.400 -0.362 4.014
H 4.587 0.446 4.956
H 6.552 0.554 3.348
H 6.217 -0.157 1.015
C -1.254 -2.876 4.102
C -2.331 -2.081 4.561
C -2.585 -0.881 3.970
C -1.771 -0.427 2.900
N -0.733 -1.215 2.459
C -0.510 -2.389 3.056
C -1.957 0.799 2.215
C -2.942 1.765 2.546
C -3.042 2.909 1.816
C -2.161 3.131 0.725
C -1.238 2.154 0.446
N -1.125 1.019 1.143
H -1.018 -3.837 4.538
H -2.962 -2.429 5.371
H -3.417 -0.276 4.304
H 0.323 -2.955 2.656
H -3.610 1.589 3.378
H -3.797 3.646 2.069
H -2.205 4.026 0.119
H -0.539 2.246 -0.378
C -0.021 4.396 -5.965
C 0.127 3.253 -4.990
C -0.937 2.402 -4.719
C -0.809 1.322 -3.847
C -1.981 0.423 -3.551
C 0.419 1.094 -3.233
C 1.502 1.945 -3.471
C 2.819 1.707 -2.777
C 1.339 3.010 -4.351
C 0.597 -0.088 -2.303
O 0.842 -1.195 -2.778
O 0.512 0.212 -1.068
H -1.067 4.689 -6.072
H 0.345 4.124 -6.959
H 0.543 5.272 -5.640
H -1.898 2.581 -5.196
H -2.826 0.650 -4.205
H -2.310 0.535 -2.516
H -1.715 -0.629 -3.669
H 2.689 1.594 -1.698
H 3.512 2.528 -2.968
H 3.278 0.776 -3.120
H 2.181 3.673 -4.536
Cl 3.044 3.676 3.781
C 1.978 3.315 2.364
C 1.495 1.868 2.321
O 1.018 1.375 3.341
O 1.570 1.349 1.156
H 2.536 3.559 1.467
H 1.107 3.959 2.457

Values from the calculation:
Highest occupied orbital energy (alpha / beta) ... 0.7 / -2.2 eV
<S²> ... 3.79
Net charge ... -2
Gap between HOMO and LUMO (alpha / beta) ... 3.607 / 6.469 eV
2S+1 ... 4

Formally, the Mulliken partial charges of the atoms, in units of the elementary charge, are as follows: Ti -0.09; N 0.02; C 0.31; C -0.74; C -0.63; C -0.81; C 0.58; C -1.32; C -1.00; C -0.63; N 1.23; C -0.07; H 0.19; H 0.35; H 0.43; H 0.34; H 0.33; H 0.30; H 0.43; H 0.44; O -0.21; N 0.10; C -0.10; C -1.11; C -0.05; C -0.92; C 0.42; S -0.37; H 0.48; H 0.41; H 0.33; H 0.39; C -1.22; C -0.38; C -1.28; C 0.74; N 1.08; C -0.35; C 0.36; C -0.83; C -0.78; C -0.89; C -0.81; N 1.57; H 0.41; H 0.40; H 0.29; H 0.44; H 0.35; H 0.38; H 0.45; H 0.47; C -1.48; C 0.79; C -1.14; C 0.85; C -1.17; C 0.52; C 0.99; C -1.15; C -1.07; C -0.16; O -0.78; O 0.19; H 0.37; H 0.26; H 0.36; H 0.29; H 0.38; H 0.04; H 0.31; H -0.04; H 0.33; H 0.33; H 0.31; Cl -0.27; C -0.85; C 1.01; O -0.66; O -0.65; H 0.30; H 0.38

---

3.
This record from the Open Molecules 2025 dataset describes a structure of composition C36H33InN13O2S in a non-equilibrium geometry. The level of theory is ωB97M-V/def2-TZVPD.

Element x y z (Å)
In 0.309 -0.686 -0.450
N 1.828 0.373 3.661
C 3.061 -0.144 3.307
C 4.310 -0.163 3.999
C 5.336 -0.859 3.346
C 5.102 -1.558 2.189
C 3.875 -1.558 1.556
C 2.864 -0.824 2.142
N 1.516 -0.617 1.745
C 0.951 0.036 2.730
C -0.532 0.231 2.745
C -1.256 0.956 3.688
S -2.911 0.740 3.291
C -2.500 -0.225 1.952
N -1.218 -0.453 1.827
H 1.614 0.867 4.506
H 4.489 0.374 4.906
H 6.310 -0.977 3.771
H 5.961 -2.057 1.757
H 3.621 -2.173 0.683
H -0.935 1.554 4.477
H -3.206 -0.741 1.293
C 4.690 1.620 -0.300
N 3.822 1.943 -1.439
C 4.482 2.842 -2.369
C 2.682 1.225 -1.661
N 2.328 0.233 -0.942
N 1.866 1.704 -2.653
C 0.677 1.155 -3.143
N 0.020 2.022 -4.006
N 0.353 -0.056 -2.829
H 5.426 2.419 -0.054
H 5.214 0.660 -0.430
H 4.175 1.601 0.648
H 5.608 2.657 -2.383
H 4.314 3.843 -2.073
H 4.101 2.736 -3.368
H 3.080 -0.141 -0.387
H 1.979 2.707 -2.719
H 0.624 2.680 -4.476
H -0.899 1.897 -4.335
H -0.477 -0.270 -3.423
O 1.874 -2.309 -1.120
N 1.645 -3.524 -0.714
N 0.616 -3.684 0.010
O -0.188 -2.721 0.311
C 0.308 -5.005 0.511
C -0.687 -5.132 1.435
C -0.991 -6.370 1.991
C -0.358 -7.522 1.523
C 0.555 -7.390 0.506
C 0.955 -6.160 -0.015
H -1.100 -4.255 1.978
H -1.679 -6.324 2.820
H -0.602 -8.497 1.908
H 1.087 -8.244 0.072
H 1.689 -5.982 -0.782
N -8.281 5.133 -1.973
C -7.279 4.686 -1.600
C -6.069 3.973 -1.360
C -4.975 4.139 -2.214
C -3.825 3.414 -2.020
C -3.762 2.394 -1.069
C -4.915 2.185 -0.273
C -6.021 3.039 -0.335
C -2.612 1.506 -0.869
C -1.416 2.137 -0.346
C -1.246 3.521 -0.059
C 0.062 3.660 0.442
C 0.647 2.400 0.431
N -0.214 1.489 -0.074
C -2.821 0.171 -1.137
C -3.996 -0.394 -1.649
C -3.843 -1.759 -1.761
C -2.510 -1.987 -1.363
N -1.918 -0.855 -1.004
H -4.949 4.960 -2.937
H -2.942 3.648 -2.614
H -4.907 1.413 0.516
H -6.875 2.856 0.341
H -2.000 4.329 -0.127
H 0.541 4.613 0.622
H 1.669 2.076 0.649
H -4.909 0.124 -1.825
H -4.535 -2.499 -2.181
H -1.876 -2.829 -1.422

Values from the calculation:
Highest occupied orbital energy ... -10.3 eV
Net charge ... +1
Gap between HOMO and LUMO ... 6.899 eV
2S+1 ... 1

Formally, the Mulliken partial charges of the atoms, in units of the elementary charge, are as follows: In 2.37; N 0.02; C 0.40; C -1.23; C -0.51; C -0.63; C -0.59; C 0.12; N 0.51; C 0.18; C -0.29; C -0.68; S -0.17; C -0.47; N 0.44; H 0.22; H 0.46; H 0.45; H 0.43; H 0.35; H 0.50; H 0.47; C -1.10; N 0.16; C -1.32; C 0.52; N -0.14; N -0.13; C 0.25; N -0.43; N -0.45; H 0.45; H 0.39; H 0.25; H 0.41; H 0.41; H 0.45; H -0.45; H 0.33; H 0.20; H 0.18; H 0.23; O -0.42; N -0.90; N 1.09; O -0.52; C 0.38; C -0.15; C -0.45; C -0.63; C -0.42; C -0.57; H 0.21; H 0.41; H 0.41; H 0.34; H 0.50; N -0.46; C -0.21; C 0.75; C -0.89; C -0.11; C -0.34; C -0.09; C -0.88; C 1.94; C -0.73; C -0.47; C -2.04; C -0.31; N 1.56; C -0.84; C -0.67; C -1.52; C -0.64; N 0.45; H 0.39; H 0.46; H 0.27; H 0.41; H 0.58; H 0.47; H 0.28; H 0.72; H 0.44; H 0.63

---

4.
This record from the Open Molecules 2025 dataset describes a structure of composition C36H33IrN11OSe in a non-equilibrium geometry. The level of theory is ωB97M-V/def2-TZVPD.

Element x y z (Å)
Ir -0.069 0.074 0.161
C -5.425 -0.672 2.173
N -4.070 -0.193 1.873
C -3.157 -0.701 1.057
N -2.159 0.168 0.922
C -2.538 1.222 1.707
N -3.687 1.031 2.287
C -6.408 -0.054 1.202
C -7.422 0.782 1.646
C -8.256 1.420 0.734
C -8.075 1.241 -0.625
C -7.059 0.398 -1.073
C -6.242 -0.255 -0.159
C -6.810 0.234 -2.496
N -7.482 0.698 -3.493
N -6.822 0.312 -4.634
C -5.789 -0.363 -4.261
O -5.722 -0.458 -2.911
C -4.741 -0.954 -5.077
C -4.749 -0.801 -6.462
C -3.711 -1.332 -7.206
C -2.660 -1.992 -6.580
C -2.649 -2.143 -5.201
C -1.481 -2.799 -4.500
N -0.859 -1.875 -3.547
C -1.098 -1.708 -2.255
N -0.398 -0.664 -1.818
C 0.266 -0.221 -2.927
N 0.002 -0.934 -3.984
C -3.702 -1.636 -4.457
H -5.657 -0.365 3.189
H -5.425 -1.759 2.109
H -3.217 -1.672 0.595
H -1.962 2.121 1.835
H -7.568 0.940 2.707
H -9.039 2.073 1.093
H -8.701 1.746 -1.348
H -5.468 -0.915 -0.533
H -5.562 -0.265 -6.932
H -3.707 -1.219 -8.281
H -1.851 -2.395 -7.177
H -0.718 -3.074 -5.223
H -1.799 -3.686 -3.952
H -1.742 -2.331 -1.659
H 0.930 0.628 -2.939
H -3.729 -1.760 -3.380
C -0.377 2.951 -0.863
C 1.021 3.277 -0.363
C 2.043 2.840 -1.370
C 2.563 3.761 -2.264
C 3.506 3.382 -3.206
C 3.916 2.064 -3.262
C 3.430 1.108 -2.374
C 3.800 -0.340 -2.622
C 5.279 -0.651 -2.365
C 2.504 1.517 -1.395
N 2.003 0.570 -0.459
C 2.811 -0.214 0.186
C 2.311 -1.246 0.955
C 2.935 -2.088 1.876
C 1.935 -2.892 2.419
C 0.744 -2.524 1.793
N 0.969 -1.551 0.893
H -1.137 3.456 -0.267
H -0.558 1.855 -0.809
H -0.505 3.246 -1.903
H 1.199 2.791 0.595
H 1.110 4.353 -0.217
H 2.246 4.795 -2.203
H 3.907 4.110 -3.898
H 4.620 1.758 -4.027
H 3.585 -0.550 -3.672
H 3.182 -1.013 -2.028
H 5.926 0.054 -2.885
H 5.511 -1.652 -2.726
H 5.520 -0.611 -1.302
H 3.880 -0.019 0.190
H 3.988 -2.085 2.108
H 2.036 -3.654 3.173
H -0.232 -2.960 1.939
Se 1.561 2.230 4.263
C 0.809 1.423 2.874
N 0.317 0.894 1.972

Values from the calculation:
Highest occupied orbital energy (alpha / beta) ... -12.7 / -12.7 eV
<S²> ... 0.76
Net charge ... +2
Gap between HOMO and LUMO (alpha / beta) ... 5.781 / 3.523 eV
2S+1 ... 2

Formally, the Mulliken partial charges of the atoms, in units of the elementary charge, are as follows: Ir 1.21; C -1.12; N 0.81; C -0.31; N -0.48; C -0.39; N -0.88; C 1.05; C -0.73; C -0.70; C -0.93; C -0.16; C -0.14; C 0.71; N -0.46; N -0.45; C 0.71; O -0.25; C -0.18; C -0.92; C -0.73; C -0.74; C 1.08; C -1.20; N 0.78; C 0.02; N -0.29; C -0.76; N -0.92; C -0.15; H 0.43; H 0.29; H 0.55; H 0.59; H 0.39; H 0.42; H 0.54; H 0.58; H 0.55; H 0.42; H 0.40; H 0.43; H 0.32; H 0.53; H 0.79; H 0.58; C -0.15; C -0.60; C 1.07; C -0.84; C -1.12; C -0.71; C 1.26; C -0.65; C -1.30; C -1.73; N 0.38; C -0.21; C 0.16; C -1.10; C -0.83; C -0.44; N 0.17; H 0.34; H -0.25; H 0.40; H -0.05; H 0.70; H 0.49; H 0.42; H 0.53; H 0.60; H 0.34; H 0.36; H 0.43; H 0.28; H 0.68; H 0.53; H 0.49; H 0.52; Se 0.28; C 0.29; N -0.02

---

Question: Look up the net charge of the second one.
Answer: -2

---

Question: 2S+1 of number 3 (C36H33InN13O2S)?
Answer: 1

---

Question: The highest 2S+1 belongs to which entry?
Answer: C36H33ClN5O5STi